[1]
The following is a quantum chemistry calculation of a cluster of 12 separate species, C36H70O36 in total in a non-equilibrium geometry, from the Open Molecules 2025 dataset.

The lowest unoccupied orbital energy comes out at 0.4 eV. As for the charge: 0. Its SMILES is COC(=O)OC.COC(=O)OC.COC(=O)OC.COC(=O)OC.COC(=O)OC.COC(=O)OC.COC(=O)OC.COC(=O)OC.COC(=O)OC.COC(=O)OC.COC(=O)OC.O=C1OCCO1. For the largest force on an atom, the calculation gives 0.08799 Eh/bohr. Its HOMO-LUMO gap is 10.938 eV. The calculation puts the HOMO energy at -10.49 eV. As for the energy relative to the best compared isomer or geometry (same formula, charge and spin): 0.0 kJ/mol.

Geometry (Å):
C (-1.398, 2.195, 14.812)
C (-0.161, 2.976, 15.002)
O (0.744, 2.431, 14.099)
C (0.061, 1.710, 13.241)
O (0.550, 1.177, 12.278)
O (-1.198, 1.559, 13.584)
H (-2.279, 2.837, 14.820)
H (-1.490, 1.440, 15.593)
H (0.157, 2.897, 16.042)
H (-0.348, 4.033, 14.813)
C (-5.931, -9.702, 14.763)
O (-6.350, -9.294, 13.444)
C (-6.343, -7.962, 13.160)
O (-5.973, -7.086, 13.960)
O (-6.970, -7.786, 11.922)
C (-6.834, -6.505, 11.290)
H (-5.802, -10.772, 14.602)
H (-6.712, -9.575, 15.513)
H (-4.988, -9.241, 15.059)
H (-5.805, -6.145, 11.303)
H (-7.410, -5.718, 11.777)
H (-7.187, -6.602, 10.263)
C (-6.354, -3.688, 13.788)
O (-7.530, -3.593, 14.474)
C (-8.697, -3.733, 13.916)
O (-8.952, -3.816, 12.708)
O (-9.634, -3.705, 14.943)
C (-10.960, -3.957, 14.577)
H (-6.408, -3.010, 12.936)
H (-6.331, -4.736, 13.491)
H (-5.443, -3.349, 14.282)
H (-11.134, -4.952, 14.168)
H (-11.247, -3.225, 13.821)
H (-11.617, -3.965, 15.447)
C (-2.540, -4.451, 11.744)
O (-2.277, -3.195, 11.153)
C (-3.095, -2.112, 11.458)
O (-4.010, -2.158, 12.292)
O (-2.683, -1.011, 10.782)
C (-3.193, 0.269, 10.912)
H (-2.419, -4.410, 12.826)
H (-1.876, -5.180, 11.281)
H (-3.559, -4.828, 11.647)
H (-4.108, 0.441, 10.345)
H (-2.527, 1.042, 10.531)
H (-3.268, 0.451, 11.984)
C (-6.616, 0.507, 17.357)
O (-5.932, -0.693, 16.927)
C (-4.723, -0.636, 16.339)
O (-4.054, 0.370, 16.075)
O (-4.369, -1.882, 16.125)
C (-3.023, -2.269, 16.076)
H (-7.368, 0.284, 18.113)
H (-7.198, 1.024, 16.594)
H (-5.820, 1.170, 17.698)
H (-2.317, -1.454, 16.238)
H (-2.838, -2.700, 15.092)
H (-2.786, -3.060, 16.786)
C (-4.711, 0.066, 7.713)
O (-3.410, 0.476, 7.811)
C (-2.337, -0.306, 7.385)
O (-2.373, -1.468, 6.951)
O (-1.230, 0.408, 7.692)
C (0.060, -0.176, 7.494)
H (-5.190, 0.045, 6.734)
H (-5.365, 0.616, 8.390)
H (-4.760, -1.004, 7.913)
H (0.326, -0.088, 6.440)
H (0.216, -1.183, 7.880)
H (0.771, 0.420, 8.066)
C (3.066, -0.402, 16.217)
O (1.683, -0.645, 15.883)
C (1.408, -1.726, 15.128)
O (2.243, -2.448, 14.574)
O (0.160, -1.636, 14.838)
C (-0.329, -2.294, 13.610)
H (3.673, -1.269, 16.479)
H (3.078, 0.199, 17.126)
H (3.648, 0.033, 15.404)
H (-1.325, -2.728, 13.697)
H (0.380, -3.049, 13.269)
H (-0.319, -1.636, 12.741)
C (-10.648, 2.170, 13.860)
O (-9.949, 0.952, 13.810)
C (-8.667, 1.006, 13.346)
O (-8.115, 2.030, 12.913)
O (-8.088, -0.190, 13.504)
C (-6.649, -0.161, 13.349)
H (-10.393, 2.908, 13.099)
H (-10.701, 2.544, 14.882)
H (-11.643, 1.807, 13.601)
H (-6.132, -0.907, 13.953)
H (-6.041, 0.709, 13.601)
H (-6.606, -0.471, 12.305)
C (-2.581, -7.312, 13.943)
O (-1.413, -7.809, 14.697)
C (-1.460, -8.912, 15.465)
O (-2.389, -9.659, 15.612)
O (-0.243, -9.035, 16.030)
C (0.011, -10.079, 17.017)
H (-3.093, -8.199, 13.572)
H (-2.236, -6.682, 13.123)
H (-3.297, -6.760, 14.553)
H (-0.691, -10.163, 17.847)
H (1.014, -10.002, 17.435)
H (0.050, -11.079, 16.587)
C (2.488, -9.563, 13.461)
O (1.416, -8.743, 13.026)
C (1.212, -8.628, 11.774)
O (1.802, -9.227, 10.916)
O (0.295, -7.673, 11.511)
C (-0.226, -7.442, 10.176)
H (2.563, -9.561, 14.548)
H (3.469, -9.268, 13.088)
H (2.182, -10.536, 13.076)
H (0.632, -7.392, 9.505)
H (-0.810, -6.524, 10.117)
H (-0.891, -8.262, 9.904)
C (-1.486, -6.407, 4.510)
O (-1.023, -5.292, 5.332)
C (-1.159, -5.388, 6.676)
O (-1.716, -6.319, 7.243)
O (-0.585, -4.306, 7.259)
C (-0.647, -4.176, 8.668)
H (-1.545, -7.340, 5.072)
H (-0.834, -6.644, 3.669)
H (-2.478, -6.128, 4.156)
H (0.069, -4.907, 9.045)
H (-1.599, -4.425, 9.137)
H (-0.350, -3.156, 8.911)
C (-6.379, 5.868, 6.333)
O (-6.483, 4.651, 6.979)
C (-6.332, 4.486, 8.294)
O (-6.194, 5.413, 9.084)
O (-6.373, 3.186, 8.569)
C (-6.263, 2.766, 9.979)
H (-6.815, 6.659, 6.943)
H (-6.933, 5.811, 5.395)
H (-5.318, 6.071, 6.187)
H (-6.255, 3.575, 10.710)
H (-5.274, 2.321, 10.095)
H (-7.005, 2.040, 10.311)

Cartesian forces, eV/Å:
C -1.33 -0.40 1.40
C -0.12 1.73 1.72
O 1.12 0.62 0.41
C 1.42 -2.04 -2.51
O -0.28 0.40 0.39
O -1.31 -0.14 -0.56
H -0.12 -0.31 -0.23
H -0.31 -0.13 -0.12
H 0.51 -0.07 -0.18
H 0.37 0.13 -0.31
C 0.15 -0.58 -0.46
O -0.13 1.81 -0.70
C -0.97 0.70 1.09
O -0.62 -1.83 -2.58
O 1.53 -0.35 1.94
C 0.05 0.57 0.29
H 0.23 0.07 0.32
H -0.02 0.40 -0.17
H -0.16 0.02 -0.02
H 0.17 -0.31 -0.10
H -0.30 -0.26 0.15
H 0.10 -0.25 0.18
C 0.89 -0.32 -2.75
O -1.32 0.78 3.06
C -1.81 0.27 -1.39
O 0.52 -0.10 2.61
O 1.84 -0.39 -0.76
C -0.98 -0.24 -0.84
H 0.05 -0.36 -0.49
H 0.96 0.14 -0.35
H -0.59 -0.29 0.93
H 0.52 -0.13 -0.34
H -0.41 -0.03 0.14
H 0.41 0.68 0.20
C -0.67 -0.38 0.85
O -0.90 2.31 -0.50
C -0.99 0.19 1.60
O 2.05 0.08 -2.00
O 1.32 -3.49 -0.86
C -0.87 1.46 1.33
H 0.47 0.02 0.03
H 0.13 0.32 0.18
H -0.25 0.40 -0.55
H -0.28 -0.50 0.39
H 0.65 -0.69 -0.17
H -0.64 0.35 -0.02
C 0.84 0.48 -0.27
O -0.57 0.14 -0.34
C 0.58 2.22 0.30
O -1.43 -1.73 0.60
O -0.60 -0.73 0.37
C 1.37 -0.20 -0.74
H 0.61 -0.54 0.21
H 0.39 -0.30 -0.63
H -0.41 0.26 0.30
H -0.26 0.18 -0.08
H -0.02 0.17 -0.06
H -0.53 0.10 0.29
C -1.82 -2.46 -0.44
O 3.17 0.51 -0.82
C -0.51 -1.90 0.49
O -0.19 3.41 0.98
O -1.07 -0.52 -0.01
C 0.65 0.23 -0.13
H 0.48 0.91 -0.49
H 0.43 0.11 0.01
H -0.10 -0.20 0.70
H -0.03 -0.34 0.03
H -0.74 -0.15 -0.30
H -0.31 0.35 -0.05
C 0.56 -0.39 0.42
O 0.99 -0.51 0.81
C 3.78 0.34 -2.47
O -1.42 0.89 1.75
O -3.58 -0.80 -1.38
C 1.11 -0.34 -0.50
H -0.68 -0.62 -0.09
H -0.24 0.35 -0.38
H -0.57 0.44 -0.14
H 0.27 0.31 0.69
H -0.03 -0.32 0.64
H -0.15 0.84 0.52
C -1.86 -0.19 -0.44
O 2.52 -0.68 -0.67
C 0.48 2.00 0.11
O -1.29 -2.36 0.83
O -0.02 1.29 1.24
C 0.48 -1.19 -1.16
H 0.55 -0.10 0.33
H 0.41 0.23 -0.14
H -0.36 0.51 0.15
H -0.93 -0.57 0.08
H -1.06 0.75 -0.35
H 1.17 0.30 -0.02
C 0.19 -1.54 0.63
O -0.19 0.76 -0.10
C 0.04 0.31 -0.30
O -0.10 0.06 0.04
O 0.35 -0.39 0.87
C -0.09 -0.81 -0.37
H -0.12 0.16 -0.25
H 0.39 -0.33 0.28
H 0.31 -0.03 0.33
H -0.30 0.66 -0.26
H -0.07 0.97 -0.23
H -0.43 0.10 -0.61
C -0.09 -1.05 -0.34
O -0.25 1.39 3.05
C -0.23 0.84 -3.22
O 0.25 -0.59 -0.65
O -0.91 0.58 0.97
C 0.89 -1.07 0.17
H -0.59 0.19 -0.13
H -0.26 0.13 -0.43
H 0.83 -0.38 0.32
H -0.26 -0.03 -0.24
H 0.35 -0.11 0.57
H 0.17 -0.06 -0.12
C -0.51 -0.07 0.74
O 0.52 -0.30 0.30
C -0.45 -0.77 0.15
O 0.86 1.42 -0.29
O -0.95 -0.65 -1.58
C 0.51 -0.81 0.41
H -0.14 0.28 0.35
H 0.31 0.86 0.15
H 0.08 -0.16 -0.08
H 0.21 0.32 0.41
H -0.23 0.23 -0.60
H -0.12 -0.21 -0.07
C 0.21 1.44 0.38
O -0.45 -2.70 0.35
C 0.13 2.18 0.86
O -0.11 -1.42 -0.88
O -0.38 -0.51 1.14
C 0.97 0.46 0.09
H 0.07 0.12 0.00
H 0.24 -0.19 0.05
H -0.07 0.27 -0.31
H -0.38 0.39 -0.55
H -0.01 -0.18 -0.27
H -0.27 0.15 -0.78


[2]
The following is a quantum chemistry calculation of a cluster of 10 separate species, C36H63Cl18F4N2O7S2 in total in a non-equilibrium geometry, from the Open Molecules 2025 dataset.

The lowest unoccupied orbital energy comes out at -4.2 eV. As for the charge: +1. For the largest force on an atom, the calculation gives 0.06117 Eh/bohr. Its HOMO-LUMO gap is 7.647 eV. The calculation puts the HOMO energy at -11.82 eV.

Geometry (Å):
C (6.552, -1.540, -1.662)
C (5.067, -1.941, -1.609)
C (4.536, -1.589, -0.240)
O (3.125, -1.801, -0.156)
C (2.469, -0.845, 0.643)
C (1.147, -1.418, 1.199)
C (0.856, -0.538, 2.454)
C (1.240, -1.024, 3.862)
C (2.692, -0.809, 4.241)
F (3.102, 0.437, 3.927)
F (3.545, -1.692, 3.687)
F (2.805, -0.936, 5.587)
N (1.294, -2.888, 1.342)
N (1.917, -3.611, 2.367)
C (1.197, -4.375, 3.005)
S (0.246, -5.325, 3.759)
C (0.859, -3.477, 0.286)
F (0.911, -4.748, 0.101)
C (0.319, -2.538, -0.717)
C (-0.659, -3.083, -1.756)
C (-0.556, -2.425, -3.156)
C (-1.935, -2.397, -3.823)
C (-2.652, -1.047, -3.736)
O (-3.992, -1.288, -3.342)
C (-4.704, -0.095, -3.064)
C (-0.088, -1.319, 0.238)
C (-1.429, -1.803, 0.849)
C (-2.716, -1.212, 0.247)
C (-3.113, 0.127, 0.876)
C (-4.036, -0.136, 2.095)
S (-3.788, 1.045, 3.413)
O (-5.054, 1.469, 3.912)
O (-2.913, 2.106, 3.015)
O (-3.096, 0.211, 4.595)
C (-0.098, -0.119, -0.725)
C (-0.101, 1.301, -0.116)
C (-0.969, 2.263, -0.949)
C (-0.503, 3.658, -0.648)
O (-1.055, 4.353, 0.164)
O (0.592, 4.052, -1.322)
C (1.546, 4.755, -0.516)
C (2.701, 5.212, -1.379)
H (7.110, -2.182, -2.336)
H (6.992, -1.674, -0.672)
H (6.677, -0.494, -1.928)
H (4.978, -3.011, -1.790)
H (4.540, -1.403, -2.396)
H (5.051, -2.217, 0.492)
H (4.807, -0.550, -0.035)
H (3.112, -0.585, 1.484)
H (2.296, 0.077, 0.088)
H (-0.184, -0.235, 2.500)
H (1.406, 0.387, 2.302)
H (0.695, -0.396, 4.567)
H (0.961, -2.045, 4.096)
H (1.218, -2.291, -1.298)
H (-0.430, -4.139, -1.900)
H (-1.694, -3.052, -1.427)
H (-0.071, -1.452, -3.146)
H (0.082, -3.075, -3.753)
H (-1.847, -2.683, -4.868)
H (-2.608, -3.132, -3.386)
H (-2.696, -0.626, -4.746)
H (-2.174, -0.325, -3.066)
H (-5.442, -0.327, -2.296)
H (-5.258, 0.271, -3.929)
H (-4.058, 0.704, -2.689)
H (-1.483, -1.598, 1.921)
H (-1.522, -2.886, 0.764)
H (-3.508, -1.923, 0.488)
H (-2.709, -1.188, -0.839)
H (-3.691, 0.724, 0.178)
H (-2.267, 0.685, 1.261)
H (-3.752, -1.105, 2.509)
H (-5.087, -0.206, 1.840)
H (-2.373, -0.333, 4.252)
H (-0.890, -0.226, -1.455)
H (0.834, -0.203, -1.279)
H (-0.386, 1.345, 0.930)
H (0.913, 1.699, -0.186)
H (-0.827, 2.024, -2.002)
H (-2.014, 2.205, -0.665)
H (1.116, 5.633, -0.040)
H (1.959, 4.127, 0.278)
H (3.117, 4.399, -1.967)
H (2.419, 6.051, -2.008)
H (3.488, 5.550, -0.709)
C (3.620, 2.963, 5.937)
Cl (2.035, 3.334, 5.237)
Cl (4.555, 4.423, 6.259)
H (3.467, 2.434, 6.870)
H (4.170, 2.347, 5.237)
C (-2.444, 7.379, -0.950)
Cl (-0.966, 7.717, -1.861)
Cl (-3.877, 7.458, -1.984)
H (-2.374, 6.382, -0.531)
H (-2.541, 8.114, -0.161)
C (-3.763, 0.210, 8.124)
Cl (-4.007, -1.524, 8.389)
Cl (-2.380, 0.822, 9.038)
H (-3.582, 0.375, 7.069)
H (-4.653, 0.739, 8.441)
C (6.566, 4.298, -2.268)
Cl (5.931, 5.945, -2.314)
Cl (5.943, 3.372, -0.889)
H (6.277, 3.791, -3.180)
H (7.645, 4.347, -2.185)
C (2.001, -6.022, 7.447)
Cl (0.409, -6.292, 8.166)
Cl (3.155, -7.281, 7.888)
H (1.897, -6.017, 6.369)
H (2.379, -5.068, 7.797)
C (-8.797, 1.093, -4.494)
Cl (-7.159, 1.762, -4.479)
Cl (-8.839, -0.548, -3.839)
H (-9.433, 1.726, -3.888)
H (-9.149, 1.067, -5.518)
C (-2.955, 7.074, -5.396)
Cl (-2.582, 5.350, -5.232)
Cl (-1.917, 7.855, -6.594)
H (-3.986, 7.176, -5.710)
H (-2.803, 7.552, -4.438)
C (-3.000, -4.037, -7.939)
Cl (-3.659, -2.569, -7.213)
Cl (-1.973, -4.921, -6.800)
H (-3.821, -4.678, -8.236)
H (-2.405, -3.763, -8.801)
C (6.203, -6.108, -0.651)
Cl (4.660, -5.384, -1.141)
Cl (7.494, -4.908, -0.572)
H (6.078, -6.549, 0.330)
H (6.472, -6.864, -1.379)

Cartesian forces, eV/Å:
C -0.22 -0.27 0.38
C 0.55 0.16 -0.20
C 0.39 -0.13 -0.42
O -0.18 0.26 -0.10
C 0.65 -0.77 -0.08
C -0.52 2.27 0.90
C 0.37 -0.66 0.48
C 0.05 0.40 -0.13
C -0.22 -0.15 0.82
F 0.11 -0.38 -0.11
F -0.12 0.38 -0.02
F 0.16 0.00 -0.52
N -0.50 -1.02 0.44
N 0.28 0.58 -0.14
C -0.63 -0.36 -0.10
S 0.36 0.10 0.12
C -0.45 0.49 -0.92
F 0.31 -0.10 0.49
C -0.07 0.07 -0.30
C 0.08 -0.06 -0.03
C -0.22 -0.88 0.09
C 0.10 0.47 -0.20
C -0.67 -0.56 -0.88
O 0.32 0.23 0.68
C -0.38 -0.17 0.01
C 0.73 -2.07 -2.25
C -0.42 0.74 0.31
C -0.07 -0.20 0.26
C -0.83 -0.33 0.43
C 1.23 -0.63 -0.15
S -1.27 2.01 0.19
O -0.06 -0.76 0.28
O 0.73 -0.81 -0.35
O -0.07 -0.40 -0.26
C 0.53 0.57 1.24
C -0.05 0.12 -0.63
C 0.36 -0.05 0.04
C -0.68 0.69 0.07
O 0.10 -0.06 0.16
O 0.26 -0.88 0.31
C 0.88 1.02 -0.14
C -0.10 -0.01 0.25
H 0.07 0.13 -0.21
H 0.15 -0.02 0.01
H 0.04 0.05 -0.12
H -0.14 0.18 -0.02
H -0.27 -0.04 0.04
H -0.14 0.00 0.21
H -0.27 0.14 0.13
H 0.02 -0.05 0.15
H -0.19 0.08 0.05
H -0.15 -0.17 -0.15
H -0.06 0.15 -0.12
H -0.01 0.09 0.06
H 0.03 -0.11 -0.05
H 0.15 0.26 0.19
H -0.11 -0.12 0.05
H -0.02 0.10 0.26
H -0.11 0.17 0.07
H 0.22 0.11 -0.06
H 0.03 0.06 -0.05
H 0.07 -0.14 0.15
H 0.32 0.41 0.06
H 0.07 -0.01 0.10
H -0.06 -0.02 0.04
H 0.31 -0.10 -0.06
H 0.14 -0.01 0.00
H 0.13 -0.03 0.08
H 0.23 -0.11 0.04
H -0.09 -0.09 -0.14
H 0.18 0.17 -0.12
H 0.26 0.29 -0.15
H 0.14 0.19 -0.39
H -0.18 -0.05 0.20
H -0.16 0.34 0.13
H 0.09 0.15 0.14
H -0.26 -0.14 0.11
H -0.06 0.02 -0.33
H -0.12 0.00 0.07
H 0.13 -0.07 0.22
H -0.08 0.11 -0.11
H -0.15 -0.11 -0.12
H -0.40 -0.10 0.01
H -0.41 -0.40 -0.02
H -0.06 -0.03 -0.16
H -0.02 -0.06 -0.23
H 0.08 0.09 0.01
C 0.06 -0.02 0.05
Cl -0.05 -0.07 -0.03
Cl 0.01 -0.02 0.00
H -0.05 0.05 0.02
H -0.01 0.04 -0.05
C 0.05 -0.10 0.14
Cl 0.04 -0.04 0.01
Cl -0.11 0.00 0.10
H 0.05 -0.03 -0.07
H -0.02 0.08 -0.08
C -0.02 0.06 -0.04
Cl -0.03 0.00 -0.06
Cl 0.01 0.04 -0.03
H 0.03 -0.03 0.00
H 0.00 -0.04 0.09
C 0.05 0.06 -0.11
Cl 0.10 -0.04 -0.02
Cl 0.01 -0.05 0.00
H -0.07 -0.01 0.02
H 0.00 0.02 0.08
C 0.04 0.04 0.04
Cl -0.02 0.04 -0.08
Cl 0.02 0.01 -0.03
H -0.01 -0.06 0.00
H 0.00 -0.02 0.07
C -0.07 0.00 -0.01
Cl -0.21 0.24 -0.10
Cl -0.02 0.00 0.00
H 0.04 -0.01 0.06
H 0.06 -0.05 -0.02
C 0.01 0.10 -0.02
Cl -0.04 -0.03 0.06
Cl -0.02 0.02 0.00
H 0.01 -0.07 -0.07
H 0.11 -0.05 -0.01
C -0.01 0.00 -0.07
Cl -0.06 0.06 -0.02
Cl 0.03 -0.07 -0.04
H -0.03 -0.01 0.10
H 0.06 0.04 0.05
C 0.10 -0.09 0.05
Cl -0.12 -0.26 0.08
Cl -0.01 0.00 0.01
H -0.03 0.05 0.02
H -0.02 0.05 -0.06